Model a:
Computed, not measured: a gas-phase ion, C3H11N2 (charge +1), with ωB97M-V/def2-TZVPD.

Last column: Mulliken charge in e.
Cartesian coordinates (Å):
N1 0.580 -0.927 -1.215  -0.6206
C1 -0.274 -1.397 -0.065  -0.4948
C2 -0.179 -0.386 1.078  -0.6774
C3 -0.738 0.951 0.706  -0.4452
N2 0.359 1.589 -0.292  -0.4643
H1 1.503 -1.244 -1.112  0.2463
H2 0.324 -1.472 -1.988  0.2160
H3 0.319 -2.275 0.215  0.3344
H4 -1.275 -1.502 -0.373  0.4050
H5 0.840 -0.159 1.298  0.3563
H6 -0.628 -0.655 2.079  0.3237
H7 -0.670 1.685 1.585  0.3418
H8 -1.721 0.859 0.090  0.3234
H9 0.884 0.840 -0.891  0.3643
H10 1.194 1.993 0.291  0.4002
H11 -0.198 2.287 -0.954  0.3908

## Properties
Multiplicity   1
Charge   +1

=====

Model b:
Computed, not measured: 2 unconnected molecules or ions with the total composition C3H11N2, with ωB97M-V/def2-TZVPD.

Last column: Mulliken charge in e.
Cartesian coordinates (Å):
C1 1.934 -0.526 1.646  -0.7224
N1 0.669 0.181 1.399  -0.3025
H1 2.277 -0.400 2.692  0.3417
H2 2.828 -0.222 1.080  0.3034
H3 1.847 -1.614 1.479  0.3274
H4 0.244 0.281 2.303  0.2795
C2 -1.316 1.384 -1.012  -0.7956
N2 -0.265 0.378 -1.003  -0.1431
C3 -0.772 -0.953 -1.388  -0.7235
H5 -1.617 1.719 -1.998  0.3295
H6 -2.179 1.032 -0.362  0.3355
H7 -0.993 2.352 -0.567  0.3223
H8 0.117 0.317 0.041  0.4926
H9 -1.668 -1.271 -0.761  0.3335
H10 -0.011 -1.698 -1.113  0.2902
H11 -1.095 -0.960 -2.436  0.3315

## Properties
Multiplicity   1
Charge   +1

=====

Model c:
Computed, not measured: 2 unconnected molecules or ions with the total composition C3H11N2, with ωB97M-V/def2-TZVPD.

Last column: Mulliken charge in e.
Cartesian coordinates (Å):
C1 -0.643 1.071 -1.483  -0.7105
C2 1.702 -0.617 1.089  -0.7955
C3 -0.694 -0.349 1.186  -0.3269
N1 -1.007 -0.335 -1.353  -0.4730
N2 0.528 0.075 1.336  0.0216
H1 -0.559 1.471 -0.441  0.1757
H2 0.342 1.034 -1.880  0.3175
H3 -1.210 1.593 -2.239  0.3483
H4 2.314 -0.743 1.965  0.3657
H5 1.340 -1.619 0.850  0.2570
H6 2.355 -0.193 0.451  0.3495
H7 -0.951 -1.348 0.655  0.3174
H8 -1.498 0.340 1.556  0.3889
H9 -1.977 -0.469 -1.269  0.2697
H10 -0.726 -0.891 -2.093  0.2051
H11 0.687 0.982 1.671  0.2894

## Properties
Multiplicity   1
Charge   +1

=====

Model d:
Computed, not measured: 2 unconnected molecules or ions with the total composition C3H11N2, with ωB97M-V/def2-TZVPD.

Last column: Mulliken charge in e.
Cartesian coordinates (Å):
C1 -1.286 -1.637 -1.093  -0.8883
C2 0.106 1.719 1.204  -0.6198
C3 1.579 0.784 -0.397  0.1565
N1 -0.635 -1.601 0.191  -0.6312
N2 1.263 1.819 0.316  -0.0349
H1 -2.152 -0.890 -1.166  0.2792
H2 -0.695 -1.472 -1.944  0.3468
H3 -1.774 -2.633 -1.310  0.3346
H4 -0.483 0.871 0.906  0.2888
H5 0.372 1.738 2.307  0.2848
H6 -0.407 2.722 1.053  0.2904
H7 0.997 -0.134 -0.387  0.0516
H8 2.444 0.617 -1.068  0.2843
H9 -1.403 -2.145 0.712  0.3200
H10 0.104 -2.292 0.168  0.2296
H11 1.971 2.535 0.508  0.3077

## Properties
Multiplicity   1
Charge   +1

=====

Stability verdict: model a, ahead by 0.0324 hartree

=====

Model a:
Computed, not measured: C25H28N4O5S in the gas phase, with ωB97M-V/def2-TZVPD.

Last column: Mulliken charge in e.
Cartesian coordinates (Å):
C1 5.505 2.771 -1.309  -1.0734
C2 5.398 1.453 -2.065  -0.3666
O1 4.075 0.926 -2.013  -0.3312
C3 3.737 0.242 -0.901  0.3839
O2 4.549 0.024 -0.015  -0.7826
C4 2.380 -0.278 -0.926  0.8585
C5 1.303 0.341 -1.524  -0.1783
C6 1.345 1.794 -1.917  -1.0166
C7 1.321 2.683 -0.671  -0.7470
N1 0.090 -0.231 -1.676  0.3139
C8 -0.242 -1.586 -1.852  0.8320
C9 -1.304 -1.886 -2.692  -0.7430
C10 -1.633 -3.201 -2.972  -0.8436
C11 -0.898 -4.231 -2.409  -0.5947
C12 0.127 -3.944 -1.528  -0.3759
C13 0.463 -2.626 -1.228  -0.4972
N2 1.334 -2.408 -0.192  -0.2962
C14 2.084 -1.404 -0.001  0.0220
N3 2.647 -1.290 1.259  0.1018
C15 2.005 -1.665 2.407  -0.2515
O3 2.561 -1.765 3.474  -0.6444
C16 0.525 -1.821 2.205  0.3109
C17 -0.163 -2.982 2.530  -0.4863
C18 -1.516 -3.095 2.244  -1.0031
C19 -2.194 -2.052 1.635  -0.6896
C20 -1.511 -0.881 1.364  -0.3697
S1 -2.339 0.479 0.553  1.4409
O4 -1.497 1.646 0.645  -0.7125
O5 -2.732 0.098 -0.777  -0.7722
N4 -3.736 0.600 1.481  -0.1004
C21 -3.480 1.264 2.746  -0.5834
C22 -3.707 2.767 2.498  -0.5860
C23 -4.510 2.830 1.186  -0.5346
C24 -4.799 1.360 0.848  -0.7172
C25 -0.173 -0.747 1.657  0.4317
H1 6.505 3.178 -1.425  0.3992
H2 4.782 3.487 -1.694  0.2721
H3 5.313 2.607 -0.252  0.2926
H4 6.093 0.719 -1.643  0.3537
H5 5.604 1.590 -3.128  0.3429
H6 0.480 2.027 -2.541  0.5405
H7 2.247 1.990 -2.493  0.3716
H8 0.411 2.510 -0.101  -0.0085
H9 1.356 3.730 -0.961  0.4515
H10 2.180 2.471 -0.037  0.2598
H11 -0.673 0.387 -1.925  0.4982
H12 -1.881 -1.079 -3.117  0.3797
H13 -2.460 -3.417 -3.631  0.4118
H14 -1.142 -5.259 -2.634  0.4041
H15 0.682 -4.730 -1.041  0.4637
H16 3.593 -0.899 1.289  0.2009
H17 0.374 -3.804 2.977  0.4962
H18 -2.038 -4.009 2.481  0.4396
H19 -3.236 -2.127 1.369  0.5710
H20 -2.465 1.035 3.071  0.2654
H21 -4.186 0.871 3.482  0.4621
H22 -4.244 3.222 3.329  0.3756
H23 -2.751 3.272 2.381  0.1877
H24 -5.429 3.404 1.289  0.4242
H25 -3.906 3.275 0.397  0.2248
H26 -4.792 1.146 -0.219  0.3385
H27 -5.749 1.032 1.279  0.3923
H28 0.318 0.188 1.434  0.7904

## Properties
Multiplicity   1

=====

Model b:
Computed, not measured: C25H28N4O5S in the gas phase, with ωB97M-V/def2-TZVPD.

Last column: Mulliken charge in e.
Cartesian coordinates (Å):
O1 -5.467 -2.233 -0.614  -0.6595
C1 -4.502 -1.510 -0.776  0.2635
N1 -4.604 -0.215 -1.148  -0.0766
C2 -5.867 0.475 -1.213  -1.2308
C3 -6.004 1.458 -0.039  0.3341
C4 -5.936 0.762 1.334  -0.8548
C5 -4.541 1.118 1.848  -0.2808
C6 -4.300 2.465 1.170  -0.5608
O2 -4.914 2.373 -0.100  -0.5171
C7 -3.100 -1.998 -0.573  0.9162
C8 -2.920 -3.079 0.301  -1.1277
C9 -1.663 -3.569 0.561  -0.8326
C10 -0.551 -2.992 -0.057  0.4404
C11 0.794 -3.478 0.225  0.6084
O3 1.072 -4.393 0.971  -0.7042
N2 1.811 -2.780 -0.448  0.0436
C12 3.185 -3.132 -0.151  -1.3261
C13 3.858 -2.060 0.646  0.1951
C14 3.369 -1.170 1.557  -0.1001
C15 4.481 -0.406 1.991  -0.5816
C16 5.554 -0.888 1.310  -0.5933
O4 5.185 -1.887 0.490  -0.3969
C17 1.513 -1.754 -1.293  0.5302
S1 2.869 -0.940 -2.068  -0.2063
C18 2.063 0.644 -2.461  -0.7972
C19 1.888 1.440 -1.175  0.4447
O5 0.801 1.560 -0.642  -0.7108
N3 3.006 1.975 -0.659  0.3104
C20 4.342 1.948 -1.222  -0.5931
C21 5.212 2.591 -0.142  -0.4689
C22 4.249 3.556 0.547  -0.6662
C23 2.948 2.764 0.562  -0.5701
N4 0.336 -1.343 -1.580  -0.3219
C24 -0.728 -1.924 -0.954  -0.2825
C25 -2.011 -1.433 -1.209  -0.2930
H1 -3.794 0.386 -1.121  0.2883
H2 -6.662 -0.272 -1.179  0.4471
H3 -5.924 1.033 -2.153  0.3845
H4 -6.946 2.012 -0.158  0.4049
H5 -6.700 1.165 1.998  0.3486
H6 -6.087 -0.311 1.242  0.3352
H7 -3.805 0.386 1.512  0.0103
H8 -4.494 1.188 2.933  0.4532
H9 -4.765 3.276 1.751  0.3117
H10 -3.246 2.698 1.014  0.3397
H11 -3.796 -3.512 0.760  0.4938
H12 -1.505 -4.395 1.238  0.4909
H13 3.743 -3.304 -1.077  0.3445
H14 3.139 -4.067 0.422  0.5135
H15 2.352 -1.070 1.878  0.6059
H16 4.476 0.380 2.718  0.5477
H17 6.594 -0.626 1.323  0.5242
H18 2.700 1.145 -3.185  0.4863
H19 1.085 0.411 -2.878  0.4258
H20 4.375 2.537 -2.148  0.3298
H21 4.656 0.926 -1.447  0.2853
H22 5.545 1.831 0.564  0.0024
H23 6.084 3.089 -0.562  0.4283
H24 4.132 4.462 -0.049  0.2920
H25 4.575 3.835 1.546  0.3687
H26 2.897 2.093 1.427  0.1882
H27 2.050 3.383 0.556  0.3602
H28 -2.104 -0.624 -1.916  0.6551

## Properties
Multiplicity   1

=====

Stability verdict: model b, ahead by 0.0371 hartree

=====

Model a:
Computed, not measured: 2 unconnected molecules or ions with the total composition C5H15N4, with ωB97M-V/def2-TZVPD.

Last column: Mulliken charge in e.
Cartesian coordinates (Å):
C1 1.953 -0.268 -0.059  0.8673
C2 0.849 0.744 0.211  0.3957
C3 3.364 0.140 0.085  -1.6488
C4 1.795 -1.696 -0.438  -1.5188
C5 -0.498 0.542 -0.029  0.5178
N1 1.236 2.091 0.156  -0.6179
N2 -1.118 1.625 -0.594  -0.3237
N3 -1.341 -0.467 0.329  -0.2867
N4 -4.166 -0.341 0.357  -0.8978
H1 3.670 0.394 1.083  0.4246
H2 3.829 -0.769 -0.013  0.4490
H3 3.810 0.923 -0.495  0.3935
H4 0.776 -1.980 -0.387  0.2897
H5 2.442 -2.438 -0.003  0.4342
H6 2.099 -1.834 -1.473  0.3913
H7 2.183 2.395 -0.028  0.1626
H8 0.725 2.660 0.827  0.2976
H9 -2.064 1.656 -0.645  0.1042
H10 -0.387 2.320 -0.797  0.2897
H11 -0.962 -1.222 0.945  0.2820
H12 -2.359 -0.276 0.290  0.2684
H13 -4.409 -0.879 -0.473  0.2577
H14 -4.251 0.679 0.080  0.2609
H15 -4.547 -0.740 1.155  0.2074

## Properties
Multiplicity   1
Charge   +1

=====

Model b:
Computed, not measured: a molecular structure, C5H15N4, with ωB97M-V/def2-TZVPD.

Last column: Mulliken charge in e.
Cartesian coordinates (Å):
C1 -1.058 1.248 -0.449  -0.9346
C2 -1.629 0.123 0.461  0.3608
C3 -2.299 -1.030 -0.378  -1.2204
C4 1.734 0.098 -1.302  -0.8723
C5 1.825 0.182 0.237  -0.1107
N1 0.079 1.850 0.258  -0.1778
N2 0.775 0.900 0.848  -0.0858
N3 1.946 -1.152 0.773  -0.5440
N4 -0.510 -0.369 1.177  -0.2994
H1 -0.727 0.764 -1.350  0.2969
H2 -1.753 2.086 -0.718  0.4369
H3 -2.465 0.386 1.231  0.2759
H4 -2.722 -1.823 0.281  0.3865
H5 -1.549 -1.613 -1.120  0.2690
H6 -3.155 -0.642 -1.151  0.3128
H7 0.740 -0.595 -1.306  0.1748
H8 1.445 1.152 -1.713  0.2884
H9 2.584 -0.454 -1.913  0.3359
H10 2.703 0.706 0.521  0.4667
H11 -0.249 2.656 0.820  0.3322
H12 2.313 -1.719 0.061  0.1841
H13 2.310 -1.091 1.729  0.2578
H14 -0.494 -0.487 2.209  0.3238
H15 0.156 -1.175 0.796  0.5423

## Properties
Multiplicity   1
Charge   +1

=====

Stability verdict: model a, ahead by 0.1045 hartree

=====

Model a:
Computed, not measured: 5 unconnected molecules or ions with the total composition H12NO4, with ωB97M-V/def2-TZVPD.

Last column: Mulliken charge in e.
Cartesian coordinates (Å):
N1 -0.214 0.736 0.679  -0.3487
H1 -0.030 0.002 -0.120  0.4175
H2 -0.635 0.262 1.505  0.2241
H3 0.708 1.042 0.905  0.3331
H4 -0.844 1.581 0.487  0.4134
H5 -1.272 -0.421 -4.685  0.3437
H6 -0.022 -0.450 -5.470  0.3309
O1 -0.237 -0.459 -4.510  -0.6762
H7 -1.431 -0.183 3.750  0.3660
H8 -1.177 -1.275 2.613  0.3534
O2 -1.883 -0.694 2.962  -0.7059
H9 2.600 1.489 1.786  0.3291
H10 1.793 1.420 3.141  0.3459
O3 2.056 0.997 2.325  -0.6901
H11 0.226 -0.985 -2.386  0.2973
H12 0.121 -2.008 -1.512  0.3214
O4 0.242 -1.054 -1.470  -0.6549

## Properties
Multiplicity   1
Charge   +1

=====

Model b:
Computed, not measured: 5 unconnected molecules or ions with the total composition H12NO4, with ωB97M-V/def2-TZVPD.

Last column: Mulliken charge in e.
Cartesian coordinates (Å):
N1 0.182 -0.805 0.102  -0.2837
H1 0.003 0.135 -0.280  0.3128
H2 -0.494 -1.492 -0.208  0.3504
H3 0.373 -0.764 1.117  0.2851
H4 1.093 -1.039 -0.308  0.4205
H5 -2.545 -3.097 -0.052  0.3185
H6 -1.227 -3.836 0.060  0.3155
O1 -1.592 -2.958 -0.106  -0.6703
H7 -0.276 2.808 0.287  0.3384
H8 0.338 2.164 -0.893  0.3976
O2 0.178 1.985 0.060  -0.6970
H9 0.401 0.422 3.417  0.3274
H10 1.349 -0.779 3.136  0.3397
O3 0.495 -0.391 2.913  -0.7105
H11 0.589 1.772 -3.195  0.2987
H12 0.582 3.285 -3.359  0.3167
O4 0.552 2.592 -2.690  -0.6598

## Properties
Multiplicity   1
Charge   +1

=====

Stability verdict: model b, ahead by 0.0460 hartree